P) Entry from the OMol25 dataset: a 2-piece molecular cluster, C8H12O3 overall (the ωB97M-V functional and the def2-TZVPD basis).

net charge = 0
orbital gap (alpha / beta) = 7.2 / 7.7 eV
E_HOMO (alpha / beta) = -0.2358 / -0.2533 Eh

Each line ends with the Mulliken charge.
Element x y z (Å)
1 C 2.950 -0.024 0.241  -0.414
2 C 2.648 -1.244 -0.230  -0.639
3 C 1.908 0.796 -0.283  0.638
4 C 1.066 0.020 -1.062  -0.676
5 C -1.217 -0.263 1.519  -1.400
6 C -1.900 -1.664 -0.619  -1.205
7 C -1.775 1.955 -0.283  -0.609
8 C -1.647 -0.366 0.087  1.043
9 O 1.569 -1.192 -1.143  -0.351
10 O 1.742 2.145 -0.058  -0.478
11 O -1.830 0.672 -0.648  -0.348
12 H 3.704 0.304 0.861  0.481
13 H 3.228 -2.201 -0.193  0.349
14 H -0.212 0.045 1.701  0.250
15 H -1.733 0.631 1.859  0.421
16 H -1.521 -1.207 1.986  0.356
17 H -3.031 -1.907 -0.557  0.324
18 H -1.302 -2.473 -0.223  0.370
19 H -1.754 -1.460 -1.698  0.328
20 H 0.156 0.269 -1.537  0.805
21 H -1.371 2.126 0.719  0.188
22 H -2.081 2.645 -1.005  0.274
23 H 2.405 2.394 0.564  0.294

***

Q) Entry from the OMol25 dataset: a 2-piece molecular cluster, C8H12O3 overall (the ωB97M-V functional and the def2-TZVPD basis).

net charge = 0
orbital gap (alpha / beta) = 6.8 / 7.5 eV
E_HOMO (alpha / beta) = -0.2306 / -0.2542 Eh

Each line ends with the Mulliken charge.
Element x y z (Å)
1 C -2.638 -2.165 0.436  -0.606
2 C -2.930 -1.089 0.835  -0.278
3 C 0.546 0.455 1.408  -1.091
4 C -0.140 0.521 -0.947  0.273
5 C -1.099 1.126 0.070  0.070
6 C 1.091 0.027 -0.050  1.691
7 C 1.209 -1.562 0.051  -1.504
8 C 2.470 0.643 -0.367  -1.842
9 O -0.735 0.880 1.290  -0.301
10 O 0.303 1.576 -1.672  -0.521
11 O -2.199 1.867 -0.173  -0.496
12 H -2.338 -3.119 0.107  0.406
13 H -3.119 -0.141 1.219  0.523
14 H 0.891 0.143 2.273  0.598
15 H -0.706 -0.192 -1.611  0.100
16 H 1.114 -1.929 -0.990  0.390
17 H 0.358 -2.011 0.521  0.300
18 H 2.151 -2.023 0.441  0.345
19 H 3.127 0.156 0.306  0.491
20 H 2.472 1.718 -0.214  0.342
21 H 2.922 0.509 -1.312  0.388
22 H -0.474 2.019 -2.055  0.378
23 H -2.276 2.589 0.436  0.344

***

Which structure is most stable, and how do the rest compare? From most to least stable: P), Q).

***

P) Entry from the OMol25 dataset: a 2-piece molecular cluster, C6H12O3 overall (the ωB97M-V functional and the def2-TZVPD basis).

net charge = 0
orbital gap (alpha / beta) = 7.0 / 7.0 eV
E_HOMO (alpha / beta) = -0.2967 / -0.2968 Eh

Each line ends with the Mulliken charge.
Element x y z (Å)
1 C -2.097 -0.961 0.720  -0.389
2 C -1.442 0.672 0.158  0.288
3 C -1.378 0.683 -1.200  -0.564
4 O -2.024 1.680 0.892  -0.511
5 O -1.260 -1.910 0.332  -0.544
6 H -2.476 2.309 0.315  0.347
7 H -0.287 -1.602 0.627  0.549
8 H -2.119 -0.709 1.784  0.318
9 H -3.086 -1.036 0.271  0.370
10 H -1.679 1.532 -1.804  0.279
11 H -0.960 -0.177 -1.700  0.217
12 C 2.685 0.680 0.506  -1.092
13 C 1.712 -0.379 0.064  0.980
14 C 1.736 -0.925 -1.169  -1.178
15 O 0.762 -0.648 0.960  -0.941
16 H -0.381 0.277 0.675  0.407
17 H 3.182 0.362 1.425  0.281
18 H 3.441 0.884 -0.251  0.342
19 H 2.150 1.607 0.732  0.257
20 H 1.010 -1.672 -1.461  0.329
21 H 2.510 -0.667 -1.877  0.254

***

Q) Entry from the OMol25 dataset: a 2-piece molecular cluster, C6H12O3 overall (the ωB97M-V functional and the def2-TZVPD basis).

SMILES string = C=C(C)OC.CC(=O)O
net charge = 0
orbital gap = 9.7 eV
E_HOMO = -0.3270 Eh

Each line ends with the Mulliken charge.
Element x y z (Å)
1 C -1.115 1.106 -1.595  -1.066
2 C -0.718 1.028 -0.322  1.037
3 C -1.182 1.971 0.746  -1.225
4 O 0.747 0.546 0.091  -0.340
5 C 1.677 0.325 -0.953  -0.801
6 H -0.796 0.431 -2.377  0.273
7 H -1.812 1.877 -1.897  0.256
8 H -1.072 1.497 1.724  0.360
9 H -0.570 2.876 0.758  0.269
10 H -2.236 2.243 0.658  0.384
11 H 2.069 1.273 -1.331  0.267
12 H 1.207 -0.232 -1.772  0.328
13 H 2.520 -0.250 -0.560  0.271
14 C 0.791 -2.477 0.508  -1.127
15 C 0.153 -1.302 1.182  0.944
16 O 0.273 -0.999 2.344  -0.571
17 O -1.129 -0.982 0.507  -0.524
18 H 1.867 -2.322 0.437  0.275
19 H 0.388 -2.668 -0.486  0.304
20 H 0.617 -3.356 1.132  0.357
21 H -1.678 -0.584 1.207  0.328

***

Which structure is most stable, and how do the rest compare? From most to least stable: Q), P).

***

P) Entry from the OMol25 dataset: C5H10O4 as an isolated structure (the ωB97M-V functional and the def2-TZVPD basis).

net charge = 0
orbital gap = 8.7 eV
E_HOMO = -0.3044 Eh

Each line ends with the Mulliken charge.
Element x y z (Å)
1 C -0.733 -0.057 1.064  -0.347
2 C -1.681 0.170 -0.813  -0.597
3 C 1.133 0.025 -0.706  -0.296
4 C 2.449 -0.042 0.076  -1.226
5 C 0.060 0.703 0.120  1.259
6 O -1.342 0.661 1.978  -0.572
7 O -0.740 -1.373 1.279  -0.538
8 O -1.927 -1.144 -1.192  -0.502
9 O 0.048 1.957 0.313  -0.856
10 H -0.332 -1.826 0.528  0.412
11 H -0.997 1.580 1.749  0.451
12 H -2.523 -1.557 -0.553  0.352
13 H -1.321 0.726 -1.673  0.435
14 H -2.515 0.697 -0.347  0.343
15 H 1.263 0.623 -1.610  0.290
16 H 0.822 -0.974 -1.031  0.403
17 H 2.748 0.958 0.387  0.301
18 H 3.243 -0.468 -0.539  0.387
19 H 2.345 -0.660 0.971  0.302

***

Q) Entry from the OMol25 dataset: one molecule with the formula C5H10O4 (the ωB97M-V functional and the def2-TZVPD basis).

SMILES string = C[C@@H](O)COCOC=O
net charge = 0
orbital gap = 10.9 eV
E_HOMO = -0.3776 Eh

Each line ends with the Mulliken charge.
Element x y z (Å)
1 C -0.614 -2.268 -0.342  -0.829
2 C 0.665 -1.321 -0.819  0.087
3 O 1.124 -1.753 -2.153  -0.533
4 C 0.045 0.230 -0.887  -0.418
5 O -0.751 0.393 0.340  -0.290
6 C -1.088 1.804 0.602  -0.286
7 O -0.675 2.167 1.970  -0.288
8 C 0.788 2.159 2.131  0.216
9 O 1.699 2.253 1.160  -0.477
10 H -1.610 -1.881 -0.838  0.230
11 H -0.400 -3.375 -0.669  0.330
12 H -0.711 -2.173 0.832  0.232
13 H 1.545 -1.296 -0.041  0.199
14 H 1.448 -2.714 -2.055  0.325
15 H 0.964 0.949 -0.982  0.304
16 H -0.623 0.321 -1.865  0.299
17 H -0.732 2.551 -0.230  0.337
18 H -2.280 1.860 0.596  0.242
19 H 1.206 2.094 3.247  0.317

***

Which structure is most stable, and how do the rest compare? From most to least stable: P), Q).

***

P) Entry from the OMol25 dataset: a 2-piece molecular cluster, C4H10 overall (the ωB97M-V functional and the def2-TZVPD basis).

SMILES string = C=C.CC
net charge = 0
orbital gap = 11.4 eV
E_HOMO = -0.3715 Eh

Each line ends with the Mulliken charge.
Element x y z (Å)
1 C 0.863 -2.246 -0.748  -0.398
2 C 0.725 -1.044 -1.270  -0.692
3 H 1.562 -2.446 0.049  0.231
4 H 0.237 -3.074 -1.045  0.234
5 H 1.372 -0.197 -0.971  0.269
6 H 0.071 -0.868 -2.111  0.313
7 C -1.197 0.780 0.658  -0.518
8 C -0.041 1.720 0.890  -0.809
9 H -2.101 1.309 0.392  0.304
10 H -1.391 0.161 1.532  0.249
11 H -0.893 0.074 -0.183  0.040
12 H -0.153 2.256 1.838  0.314
13 H 0.037 2.457 0.088  0.261
14 H 0.908 1.118 0.881  0.203

***

Q) Entry from the OMol25 dataset: one molecule with the formula C4H10 (the ωB97M-V functional and the def2-TZVPD basis).

SMILES string = CCCC
net charge = 0
orbital gap = 11.3 eV
E_HOMO = -0.3710 Eh

Each line ends with the Mulliken charge.
Element x y z (Å)
1 C -1.383 -1.062 0.533  -1.147
2 C -0.044 -0.842 0.021  -0.508
3 C 0.317 0.557 -0.736  -0.599
4 C 1.231 1.395 0.137  -1.008
5 H -2.181 -1.071 -0.432  0.210
6 H -1.831 -0.188 1.216  0.209
7 H -1.669 -1.910 1.040  0.436
8 H 0.232 -1.889 -0.677  0.220
9 H 0.585 -1.234 0.698  0.512
10 H 0.666 0.350 -1.727  0.355
11 H -0.618 0.909 -0.831  0.417
12 H 1.303 2.407 -0.405  0.294
13 H 2.088 0.866 0.265  0.339
14 H 0.700 1.464 1.116  0.270

***

R) Entry from the OMol25 dataset: one molecule with the formula C4H10 (the ωB97M-V functional and the def2-TZVPD basis).

SMILES string = CCCC
net charge = 0
orbital gap = 12.3 eV
E_HOMO = -0.4038 Eh

Each line ends with the Mulliken charge.
Element x y z (Å)
1 C -1.880 -0.109 -0.477  -1.202
2 C -0.466 0.476 -0.408  -0.466
3 C 0.571 -0.589 0.080  -0.298
4 C 1.827 0.079 0.605  -1.261
5 H -2.064 -0.673 -1.369  0.316
6 H -2.590 0.728 -0.427  0.337
7 H -2.101 -0.644 0.447  0.333
8 H -0.455 1.210 0.379  0.299
9 H -0.117 0.941 -1.330  0.370
10 H 0.748 -1.344 -0.683  0.314
11 H 0.049 -1.008 0.945  0.271
12 H 2.309 0.697 -0.167  0.304
13 H 2.557 -0.593 1.043  0.346
14 H 1.613 0.828 1.363  0.336

***

Which structure is most stable, and how do the rest compare? From most to least stable: R), P), Q).

***

P) Entry from the OMol25 dataset: C21H24I2N5ORhS2 as an isolated structure (the ωB97M-V functional and the def2-TZVPD basis).

net charge = +2
orbital gap = 6.6 eV
E_HOMO = -0.4899 Eh

Each line ends with the Mulliken charge.
Element x y z (Å)
1 Rh -1.477 0.582 -0.317  0.125
2 C 3.316 1.616 0.152  -0.881
3 C 2.590 0.881 -0.963  -0.736
4 N 2.710 -0.567 -0.837  0.142
5 C 3.980 -1.208 -1.251  -0.676
6 C 4.837 -1.645 -0.072  -0.990
7 C 1.764 -1.304 -0.340  0.926
8 S 0.228 -0.711 0.367  -0.047
9 N 1.863 -2.640 -0.229  -0.471
10 C 0.769 -3.165 0.269  0.472
11 O -0.228 -2.313 0.568  -0.373
12 C 0.532 -4.558 0.488  0.494
13 C 1.500 -5.476 0.060  -0.321
14 C 1.285 -6.823 0.251  -0.711
15 C 0.116 -7.257 0.869  -0.369
16 C -0.844 -6.345 1.302  -0.756
17 C -0.644 -4.994 1.114  -0.369
18 H 3.263 2.685 -0.033  0.311
19 H 4.368 1.339 0.188  0.365
20 H 2.868 1.411 1.124  0.237
21 H 2.993 1.149 -1.941  0.367
22 H 1.529 1.136 -0.988  0.364
23 H 4.495 -0.468 -1.859  0.391
24 H 3.726 -2.053 -1.891  0.446
25 H 5.188 -0.794 0.508  0.302
26 H 5.708 -2.178 -0.447  0.378
27 H 4.290 -2.320 0.584  0.302
28 H 2.402 -5.119 -0.418  0.460
29 H 2.023 -7.541 -0.077  0.425
30 H -0.049 -8.315 1.018  0.418
31 H -1.743 -6.695 1.789  0.432
32 H -1.380 -4.280 1.457  0.488
33 C 0.809 4.733 1.901  -0.780
34 N -0.491 4.704 1.260  0.104
35 C -1.322 5.785 1.072  -0.654
36 C -2.425 5.348 0.456  -0.220
37 N -2.283 3.961 0.255  0.410
38 C -1.071 3.596 0.760  0.151
39 S -0.307 2.090 0.837  -0.384
40 C -3.291 3.153 -0.323  1.158
41 C -4.489 3.796 -0.652  -0.555
42 C -5.546 3.092 -1.173  -0.780
43 C -5.395 1.728 -1.343  -0.769
44 C -4.189 1.169 -1.008  -0.130
45 N -3.117 1.836 -0.528  -0.178
46 H 1.024 5.757 2.192  0.310
47 H 1.570 4.386 1.204  0.291
48 H 0.805 4.097 2.784  0.349
49 H -1.056 6.774 1.396  0.468
50 H -3.281 5.913 0.157  0.416
51 H -4.612 4.850 -0.490  0.236
52 H -6.468 3.598 -1.420  0.457
53 H -6.185 1.098 -1.725  0.441
54 H -4.062 0.113 -1.109  0.099
55 I -2.269 -1.812 -1.649  0.412
56 I -4.328 -1.795 -3.301  0.002

***

Q) Entry from the OMol25 dataset: C21H24I2N5ORhS2 as an isolated structure (the ωB97M-V functional and the def2-TZVPD basis).

net charge = +2
orbital gap (alpha / beta) = 6.5 / 6.5 eV
E_HOMO (alpha / beta) = -0.5177 / -0.5177 Eh

Each line ends with the Mulliken charge.
Element x y z (Å)
1 Rh 1.165 0.031 -1.743  -0.494
2 C -3.814 1.997 0.975  -1.038
3 C -3.221 3.106 0.121  -0.652
4 N -2.522 2.606 -1.083  0.056
5 C -3.215 2.745 -2.372  -0.966
6 C -4.151 1.580 -2.661  -0.681
7 C -1.354 2.007 -0.964  0.770
8 S -0.611 1.375 -2.415  -0.142
9 N -0.803 1.997 0.257  -0.233
10 C 0.173 1.264 0.700  0.341
11 O 0.748 0.241 0.123  -0.284
12 C 0.678 1.521 2.062  0.571
13 C -0.063 2.313 2.941  -0.184
14 C 0.414 2.557 4.216  -0.749
15 C 1.629 2.018 4.619  -0.412
16 C 2.371 1.232 3.746  -0.711
17 C 1.896 0.976 2.473  -0.448
18 H -4.349 2.439 1.815  0.374
19 H -3.036 1.345 1.373  0.247
20 H -4.523 1.395 0.407  0.341
21 H -2.512 3.702 0.693  0.403
22 H -4.007 3.766 -0.238  0.424
23 H -2.473 2.858 -3.160  0.517
24 H -3.771 3.680 -2.324  0.423
25 H -3.638 0.628 -2.515  0.036
26 H -4.496 1.630 -3.692  0.397
27 H -5.027 1.603 -2.013  0.324
28 H -1.007 2.726 2.618  0.354
29 H -0.160 3.170 4.897  0.438
30 H 1.998 2.212 5.617  0.417
31 H 3.321 0.822 4.063  0.425
32 H 2.470 0.370 1.785  0.463
33 C 5.437 -2.790 -0.577  -0.886
34 N 4.034 -3.171 -0.414  0.115
35 C 3.582 -4.320 0.199  -0.588
36 C 2.244 -4.304 0.151  -0.302
37 N 1.859 -3.121 -0.499  0.333
38 C 2.995 -2.448 -0.843  0.256
39 S 3.226 -0.989 -1.689  -0.215
40 C 0.502 -2.810 -0.790  1.212
41 C -0.481 -3.626 -0.245  -0.780
42 C -1.786 -3.509 -0.676  -0.556
43 C -2.081 -2.594 -1.672  -0.876
44 C -1.078 -1.759 -2.097  -0.345
45 N 0.194 -1.817 -1.642  -0.019
46 H 6.052 -3.577 -0.151  0.317
47 H 5.625 -1.852 -0.057  0.364
48 H 5.670 -2.676 -1.633  0.380
49 H 4.256 -5.055 0.604  0.472
50 H 1.552 -5.047 0.490  0.394
51 H -0.237 -4.357 0.506  0.329
52 H -2.553 -4.147 -0.257  0.476
53 H -3.071 -2.507 -2.096  0.445
54 H -1.278 -0.997 -2.832  0.678
55 I 2.365 2.438 -2.368  0.450
56 I 4.863 3.123 -1.737  0.023

***

Which structure is most stable, and how do the rest compare? From most to least stable: Q), P).